(1)
ORCA calculation (ωB97M-V with the def2-TZVPD basis set) on a structure of composition C6H14BeN3 at a distorted geometry.

Results
* relative energy (zero: lowest compared OMol25 entry of this formula, charge and spin): 26.1 kcal/mol
* net charge: -1
* frontier orbital gap (alpha / beta): 3.9 / 2.9 eV
* total energy: -415.9604 a.u.

Element x y z (Å)
1 C -0.7752 -0.7275 -2.6292
2 Be -0.2407 -1.5752 -0.9817
3 N -1.3731 -2.4995 0.0093
4 H 0.7807 -2.4540 -1.3374
5 H -0.8533 -2.7245 0.8660
6 H -1.2958 -1.2179 -1.6827
7 H -0.7799 -1.4400 -3.4613
8 H 0.2373 -0.3010 -2.5412
9 H -1.4474 0.1163 -2.8354
10 H -2.1750 -1.9302 0.2913
11 H -1.7278 -3.3845 -0.3711
12 N 1.3588 3.0650 2.1572
13 C 0.9511 1.9531 1.5044
14 C 1.8437 0.8816 1.2599
15 C 1.4074 -0.1995 0.5246
16 N 0.1261 -0.2893 0.0655
17 C -0.7527 0.7251 0.3175
18 C -0.3799 1.8447 1.0331
19 H 2.3073 3.1660 2.4856
20 H 0.7346 3.8458 2.3126
21 H 2.8677 0.9245 1.6288
22 H 2.0553 -1.0419 0.2615
23 H -1.7685 0.6182 -0.0879
24 H -1.1008 2.6445 1.2104

(2)
ORCA calculation (ωB97M-V with the def2-TZVPD basis set) on a structure of composition C6H14Cl2O3PRe at a distorted geometry.

Results
* relative energy (zero: lowest compared OMol25 entry of this formula, charge and spin): 0.0 kcal/mol
* net charge: +3
* frontier orbital gap (alpha / beta): 6.0 / 6.8 eV
* spin multiplicity: 4
* <S²>: 3.7935
* total energy: -1801.4826 a.u.

Element x y z (Å)
1 C -1.8220 3.6075 -0.6939
2 C -0.8876 2.5654 -0.2706
3 H -1.2871 4.4098 -1.2064
4 H -2.3163 4.0225 0.1892
5 H -2.5833 3.1816 -1.3565
6 O 0.2591 2.3162 -0.5801
7 Cl -1.7199 1.4354 0.9856
8 Re 0.2880 0.0958 1.3080
9 P 0.3199 -1.3915 -0.3053
10 C 1.8756 -1.9197 -1.1466
11 C -0.3947 -3.0747 -0.0449
12 H -1.5685 -0.3330 -1.3917
13 H -0.7917 -1.5954 -2.4283
14 H -0.0090 0.0293 -2.2348
15 C -0.6166 -0.7503 -1.7514
16 H -1.2604 -2.9852 0.6201
17 H -0.7016 -3.4941 -1.0107
18 H 1.6631 -2.5136 -2.0436
19 H 2.4768 -2.5321 -0.4683
20 H 0.3629 -3.7212 0.4202
21 H 2.4691 -1.0510 -1.4467
22 C 2.1383 0.5097 0.9624
23 O 3.2716 0.7117 0.7398
24 Cl -1.1211 -1.2400 2.7072
25 O 0.6651 1.3818 3.1148
26 H 1.3874 0.9599 3.6220
27 H -0.0973 1.3754 3.7106

(3)
ORCA calculation (ωB97M-V with the def2-TZVPD basis set) on a structure of composition C6H14Cl2O3PTc at a distorted geometry.

Results
* net charge: +3
* frontier orbital gap (alpha / beta): 6.5 / 5.8 eV
* spin multiplicity: 4
* <S²>: 4.0078
* total energy: -1803.9578 a.u.

Element x y z (Å)
1 C 3.0306 1.6050 -0.1533
2 C 1.9476 0.8679 0.5382
3 H 4.0062 1.2481 0.2194
4 H 2.9323 2.6697 0.1105
5 H 2.9896 1.4750 -1.2361
6 O 1.8485 0.7134 1.7636
7 Cl 0.0557 2.1708 -0.9244
8 Tc -0.0951 -0.1556 -0.0972
9 P 0.5495 -1.1086 -2.0104
10 C 0.9219 -2.8837 -2.0760
11 C -0.6853 -0.8803 -3.3293
12 H 1.8762 0.6775 -2.9268
13 H 2.2112 -0.8828 -3.7370
14 H 2.9003 -0.5535 -2.1242
15 C 2.0306 -0.3952 -2.7701
16 H -1.0339 0.1581 -3.3039
17 H -0.2446 -1.0948 -4.3120
18 H 1.2874 -3.1704 -3.0717
19 H 0.0202 -3.4627 -1.8478
20 H -1.5451 -1.5361 -3.1557
21 H 1.6905 -3.1321 -1.3354
22 C 0.0569 -1.8385 0.7623
23 O 0.1126 -2.8787 1.2927
24 Cl -2.3496 -0.5773 -0.5622
25 O -0.8216 0.6702 1.8328
26 H -0.3177 1.4036 2.2339
27 H -1.7321 0.9682 1.6948

(4)
ORCA calculation (ωB97M-V with the def2-TZVPD basis set) on a structure of composition C6H14CoN3 at a distorted geometry.

Results
* relative energy (zero: lowest compared OMol25 entry of this formula, charge and spin): 13.6 kcal/mol
* net charge: -1
* frontier orbital gap (alpha / beta): 3.5 / 7.2 eV
* spin multiplicity: 4
* <S²>: 3.8543
* total energy: -1783.8885 a.u.

Element x y z (Å)
1 C 1.2778 3.2517 -0.9997
2 Co 0.3166 1.5608 -0.9658
3 N -1.3035 2.2127 -0.0286
4 H 1.8213 1.3820 -1.1518
5 H -0.3790 1.0071 -2.1933
6 H 2.0062 3.3134 -1.8202
7 H 1.7572 3.6170 -0.0739
8 H 0.4566 3.9424 -1.2524
9 H -1.3531 1.9653 0.9605
10 H -2.0978 1.7900 -0.5123
11 H -1.3701 3.2279 -0.1195
12 N -0.4858 -4.0183 1.2507
13 C -0.2179 -2.7611 0.8380
14 C -0.1763 -1.6928 1.7640
15 C 0.0840 -0.3992 1.3120
16 N 0.2955 -0.1508 -0.0148
17 C 0.2858 -1.1739 -0.9082
18 C 0.0306 -2.4819 -0.5235
19 H -0.6633 -4.2338 2.2260
20 H -0.5140 -4.7855 0.5960
21 H -0.3608 -1.8781 2.8245
22 H 0.1235 0.4652 1.9906
23 H 0.4630 -0.8804 -1.9416
24 H 0.0034 -3.2797 -1.2569